(1)
A molecular structure, C8H9NO6Ru. Source: OMol25; level of theory: ωB97M-V/def2-TZVPD.

## Properties
HOMO level (alpha / beta)   -17.52 / -21.49 eV
HOMO-LUMO gap (alpha / beta)   6.12 / 5.65 eV
Charge   +3
<S²>   8.774
Spin multiplicity   6

Atoms and positions in Å:
1 Ru 0.270437 -0.719435 -1.189836
2 C 0.089524 -2.576080 -1.352108
3 O -0.009044 -3.736470 -1.375024
4 C 0.674857 -0.648722 -3.047923
5 O 0.900329 -0.650421 -4.195370
6 C 2.042780 -0.211933 -0.582294
7 O 3.120175 0.015672 -0.196658
8 C -1.417819 0.310367 -1.458792
9 O -2.371688 0.916682 -1.707561
10 C 0.737555 3.035631 -1.354705
11 H -0.264659 3.359345 -1.062510
12 H 1.527081 3.132148 -0.605432
13 C 1.025254 2.750971 -2.637298
14 H 2.054872 2.596296 -2.967292
15 H 0.264316 2.838028 -3.416257
16 N -0.113878 -1.335987 3.473993
17 C -1.460806 -0.854830 2.963396
18 C -1.317390 -0.765880 1.483872
19 O -2.276996 -0.426091 0.788484
20 O -0.144507 -1.096790 1.030279
21 H 0.028599 -2.321035 3.188409
22 H -0.040342 -1.288051 4.499316
23 H 0.619401 -0.788037 2.986005
24 H -2.187873 -1.602180 3.255519
25 H -1.750179 0.066801 3.479786

Atomic forces in eV per Å
-0.1 1.8 -1.6
-0.9 -8.3 0.5
0.5 4.6 -0.3
1.5 0.5 -7.0
-1.0 -0.1 5.0
5.4 1.4 2.7
-4.0 -0.8 -1.8
-3.6 2.5 -0.6
3.0 -1.9 0.5
-0.7 1.6 3.4
0.1 -0.3 0.0
-0.1 -0.2 -0.1
0.9 -0.1 -3.8
-0.2 -0.2 0.0
0.1 -0.2 0.1
-0.3 0.0 -0.6
0.2 -0.3 1.7
4.4 -1.6 0.6
-1.3 0.4 -0.8
-3.6 1.0 1.5
0.0 0.4 0.3
0.0 0.2 -0.1
-0.1 -0.3 0.7
-0.4 -0.2 -0.1
0.1 0.1 -0.3

=====

(2)
A molecular structure, C3H7NO3. Source: OMol25; level of theory: ωB97M-V/def2-TZVPD.

## Properties
HOMO level   -9.20 eV
HOMO-LUMO gap   9.57 eV
ΔE to the lowest compared entry with this formula, charge and spin   735.3 kJ/mol

Atoms and positions in Å:
1 C -1.260699 0.858481 -0.436747
2 N 0.173431 -1.020238 0.197735
3 C 0.457949 0.177501 -0.271792
4 C 1.366742 0.865350 -0.943554
5 O 1.815803 -1.600152 0.300921
6 O -0.424818 -1.103967 1.445875
7 O -2.377732 0.127108 -0.100649
8 H -0.580369 -2.059916 1.517544
9 H 2.084548 -1.287452 1.179543
10 H -2.286792 -0.141454 0.827410
11 H -1.354611 1.157059 -1.478738
12 H -1.113824 1.725677 0.208978
13 H 2.349602 0.447005 -1.115828
14 H 1.150768 1.854998 -1.330696

Atomic forces in eV per Å
2.6 0.7 0.4
4.2 -3.9 0.1
-5.3 3.9 -1.4
0.6 -0.8 0.5
-2.5 0.0 0.4
0.8 0.4 -0.2
0.3 -0.6 0.4
-0.1 0.2 -0.1
-0.2 0.1 0.0
-0.1 0.1 -0.3
0.2 -0.2 0.1
-0.3 0.2 -0.1
0.1 0.2 0.2
-0.2 -0.2 0.0

=====

(3)
A molecular structure, C24H24IrN4O3PS. Source: OMol25; level of theory: ωB97M-V/def2-TZVPD.

## Properties
HOMO level   -13.51 eV
HOMO-LUMO gap   7.36 eV
Charge   +2
ΔE to the lowest compared entry with this formula, charge and spin   93.4 kJ/mol

Atoms and positions in Å:
1 Ir -0.502934 0.040442 -0.708559
2 O -2.033325 0.573453 -2.037712
3 N -3.256289 0.116784 -1.707967
4 C -4.309705 0.675174 -2.340187
5 C -5.575497 0.207803 -2.110987
6 C -5.755352 -0.846436 -1.215204
7 C -4.665583 -1.389308 -0.573190
8 C -3.389408 -0.892256 -0.831911
9 S -1.964671 -1.541850 -0.056074
10 H -4.052205 1.477204 -3.014983
11 H -6.408711 0.662378 -2.625400
12 H -6.745841 -1.233313 -1.020054
13 H -4.771686 -2.200119 0.133972
14 N 1.580929 -2.094318 -0.491699
15 P 1.269419 -0.706304 0.438378
16 C 2.616728 0.450890 0.174514
17 C 3.916706 0.210398 0.619645
18 C 4.924935 1.107680 0.312094
19 C 4.641173 2.246343 -0.434674
20 C 3.349847 2.495847 -0.876473
21 C 2.338653 1.598526 -0.567259
22 C 1.306778 -1.256364 2.131914
23 C 0.811688 -2.519162 2.462557
24 C 0.802642 -2.928320 3.785745
25 C 1.271565 -2.077311 4.777641
26 C 1.748760 -0.814392 4.452276
27 C 1.765960 -0.398360 3.131221
28 C 1.111547 -2.142089 -1.789783
29 C 1.509888 -3.144088 -2.672384
30 C 1.026691 -3.135793 -3.959836
31 C 0.162921 -2.118789 -4.364715
32 C -0.205337 -1.170077 -3.448963
33 N 0.248249 -1.176380 -2.174856
34 H 2.228384 -2.812913 -0.203675
35 H 4.140877 -0.674317 1.204198
36 H 5.934562 0.922297 0.652528
37 H 5.434028 2.942585 -0.673107
38 H 3.133154 3.381998 -1.457301
39 H 1.324755 1.819583 -0.909187
40 H 0.430131 -3.180477 1.693929
41 H 0.431025 -3.910683 4.043029
42 H 1.267650 -2.401149 5.809741
43 H 2.118149 -0.158524 5.228881
44 H 2.154516 0.579782 2.876395
45 H 2.194500 -3.908263 -2.331429
46 H 1.323900 -3.911789 -4.652168
47 H -0.218666 -2.067046 -5.373131
48 H -0.879972 -0.364083 -3.693450
49 N -1.529709 4.684333 1.496004
50 C -1.487850 3.281194 2.019208
51 C -1.096887 2.399612 0.822223
52 O -1.024663 1.160204 1.069293
53 O -0.862980 2.980094 -0.241631
54 H -2.461606 5.094708 1.524947
55 H -1.229382 4.554331 0.495707
56 H -0.888997 5.314235 1.975743
57 H -2.457623 2.995909 2.417113
58 H -0.745832 3.200485 2.809055

Atomic forces in eV per Å
0.3 -0.1 0.7
-0.1 0.4 0.3
0.0 -0.2 0.0
0.0 0.0 0.0
0.0 0.0 0.0
0.0 0.0 0.0
0.0 0.0 0.0
0.0 0.1 0.0
0.1 -0.1 0.0
0.0 0.0 0.0
0.0 0.0 0.0
0.0 0.0 0.0
0.0 0.0 0.0
-0.2 0.0 0.1
0.2 0.0 -0.4
0.0 0.0 0.2
0.0 0.0 0.0
0.0 0.0 0.0
0.0 0.0 0.0
0.0 0.0 0.0
0.0 0.0 -0.1
-0.1 -0.1 0.0
0.0 0.0 0.0
0.0 0.0 0.0
0.0 0.0 0.0
0.0 0.0 0.0
0.0 0.0 0.0
0.0 0.0 -0.1
0.1 0.0 0.0
0.0 0.0 0.0
0.0 0.0 0.0
0.1 0.1 0.0
-0.2 -0.2 0.1
0.1 0.0 -0.1
0.0 0.0 0.0
0.0 0.0 0.0
0.0 0.0 0.0
0.0 0.0 0.0
0.0 0.0 0.0
0.0 0.0 0.0
0.0 0.0 0.0
0.0 0.0 0.0
0.0 0.0 0.0
0.0 0.0 0.0
0.0 0.0 0.0
0.0 0.0 0.0
0.0 0.0 0.0
0.0 0.0 0.0
0.0 0.0 0.0
0.0 -0.1 0.0
0.1 0.1 0.2
-0.3 0.1 -1.0
0.0 -0.1 0.0
0.0 0.0 0.0
0.0 0.0 0.0
0.0 0.0 0.0
0.0 0.0 0.0
0.0 0.0 0.0

=====

(4)
9 unconnected molecules or ions with the total composition C18H33Cl18N3O3. Source: OMol25; level of theory: ωB97M-V/def2-TZVPD.

## Properties
HOMO level   -9.05 eV
HOMO-LUMO gap   8.93 eV
Structure (SMILES)   ClC(Cl)(Cl)Cl.ClC(Cl)(Cl)Cl.ClC(Cl)(Cl)Cl.CN(C)C=O.CN(C)C=O.CN(C)C=O.ClCCCl.ClCCCl.ClCCCl

Atoms and positions in Å:
1 Cl 27.924298 11.073815 -11.039665
2 C 27.380893 9.770504 -9.993783
3 Cl 25.661513 9.966883 -9.663515
4 Cl 27.655177 8.206047 -10.721100
5 Cl 28.280053 9.867791 -8.465053
6 Cl 18.879868 9.478812 -10.151411
7 C 20.113869 10.467602 -10.913249
8 Cl 19.386637 11.637277 -11.996135
9 Cl 20.977778 11.396262 -9.619928
10 Cl 21.293711 9.461644 -11.736346
11 Cl 19.494750 5.011988 -9.844508
12 C 20.057920 5.067259 -11.539543
13 Cl 19.574378 3.527369 -12.303704
14 Cl 19.256643 6.391819 -12.386226
15 Cl 21.810684 5.184157 -11.615789
16 C 23.085443 6.576627 -3.453337
17 N 24.402897 6.074752 -3.107198
18 C 24.416101 4.919591 -2.215662
19 C 25.556475 6.570272 -3.605245
20 O 26.641859 6.051588 -3.460659
21 H 22.574390 7.005005 -2.591714
22 H 22.483305 5.724879 -3.798471
23 H 23.165381 7.168625 -4.362440
24 H 25.422579 4.754417 -1.853155
25 H 23.703057 5.032387 -1.395516
26 H 24.053848 4.054356 -2.775383
27 H 25.369482 7.552830 -4.060155
28 C 21.677853 9.729039 -4.275973
29 N 20.913876 10.813982 -4.770590
30 C 21.366582 12.168643 -4.505675
31 C 19.698337 10.579467 -5.317678
32 O 19.194474 9.495762 -5.432095
33 H 22.748209 9.932699 -4.380152
34 H 21.470598 8.789259 -4.771968
35 H 21.544103 9.600586 -3.194513
36 H 21.117543 12.875329 -5.293461
37 H 21.016364 12.552320 -3.543243
38 H 22.453953 12.081117 -4.451173
39 H 19.240966 11.505250 -5.707527
40 C 25.192106 12.536315 -4.808772
41 N 24.915593 11.293797 -5.473475
42 C 24.049986 11.383414 -6.625101
43 C 25.312577 10.095378 -4.939853
44 O 24.938996 8.969963 -5.317283
45 H 24.293738 12.923997 -4.328481
46 H 25.617609 13.287871 -5.476514
47 H 25.963745 12.384814 -4.051368
48 H 23.109425 11.895727 -6.362692
49 H 24.490003 11.998199 -7.414389
50 H 23.750999 10.405441 -6.988560
51 H 26.000095 10.259264 -4.084724
52 Cl 24.794348 1.869746 -8.893554
53 C 24.604206 3.207079 -7.759563
54 C 25.003604 2.830720 -6.339977
55 Cl 23.775266 1.841318 -5.536349
56 H 23.540788 3.466808 -7.724744
57 H 25.091540 4.126915 -8.073632
58 H 25.265204 3.694487 -5.734330
59 H 25.915447 2.236149 -6.438446
60 Cl 26.496969 6.945082 -7.269332
61 C 28.180993 6.606909 -6.789704
62 C 28.561760 7.562595 -5.667441
63 Cl 30.354441 7.464385 -5.476566
64 H 28.836766 6.722722 -7.647604
65 H 28.240915 5.577115 -6.451304
66 H 28.182910 7.180782 -4.727022
67 H 28.293457 8.571461 -5.939941
68 Cl 23.883082 6.363933 -9.148745
69 C 23.171943 7.847121 -8.425996
70 C 21.818200 7.505051 -7.830991
71 Cl 21.994300 6.196657 -6.617983
72 H 23.184879 8.556925 -9.240801
73 H 23.883418 8.131178 -7.646985
74 H 21.211234 7.111509 -8.648693
75 H 21.267249 8.295942 -7.334649

Atomic forces in eV per Å
0.1 0.0 -0.2
0.1 0.1 0.4
-0.2 0.1 0.0
0.1 -0.2 -0.2
0.0 0.0 0.0
0.0 -0.1 0.0
0.3 0.4 0.7
-0.1 -0.1 -0.2
-0.1 -0.3 -0.2
0.0 -0.1 -0.1
0.3 0.2 -0.3
-0.4 -0.7 0.1
0.0 0.2 0.0
0.2 0.0 0.1
-0.2 0.3 0.1
0.4 -0.9 -0.6
-0.3 -0.5 0.9
-0.4 -0.1 -0.7
-1.2 0.7 0.4
0.9 -0.3 0.0
0.0 0.4 -0.2
0.0 0.0 0.3
0.0 0.6 0.5
0.1 -0.1 0.0
0.2 0.4 0.1
0.2 -0.3 0.0
0.4 -0.3 -0.4
1.2 -0.5 1.2
-0.7 0.8 -0.7
0.5 -0.5 0.4
0.4 0.8 -0.2
-0.5 -0.9 -0.2
-0.1 0.0 -0.3
-0.3 0.0 -0.1
-0.2 -0.2 0.0
-0.2 -0.1 -0.1
-0.1 0.0 0.0
-0.2 0.4 0.1
-0.2 0.0 0.1
0.7 0.2 0.4
0.1 -1.0 0.0
-0.9 0.4 -0.1
-0.9 -0.7 -0.7
0.6 2.5 0.3
0.1 0.2 0.0
-0.3 -0.1 -0.2
-0.2 -0.1 0.1
0.3 -0.1 0.0
0.3 -0.3 0.0
0.4 -0.1 0.0
-0.1 -0.3 -0.2
0.2 0.0 -0.2
-1.3 0.8 1.1
1.2 -0.3 -0.9
-0.1 0.0 0.2
0.1 -0.1 -0.3
0.5 -0.3 -0.2
-0.4 0.2 0.0
-0.1 -0.1 0.4
0.1 -0.3 -0.1
0.2 0.2 0.3
0.6 -1.0 -0.3
0.0 0.2 -0.1
-0.1 0.2 -0.2
-0.1 0.0 0.0
-0.5 0.4 0.1
-0.1 0.2 0.3
0.0 0.1 -0.3
0.6 -0.5 0.8
-0.1 -0.5 -0.8
-0.2 0.1 -0.1
-0.5 0.4 0.0
-0.1 0.2 -0.1
-0.2 0.0 0.3
0.3 0.4 0.0

=====

(5)
A molecular structure, C4H10N2. Source: OMol25; level of theory: ωB97M-V/def2-TZVPD.

## Properties
HOMO level   -7.12 eV
HOMO-LUMO gap   7.95 eV
ΔE to the lowest compared entry with this formula, charge and spin   608.0 kJ/mol

Atoms and positions in Å:
1 C -1.558876 -0.021908 -0.624370
2 N -2.323500 0.475975 0.443729
3 H -2.244376 1.473858 0.582118
4 H -2.219489 -0.026159 1.314514
5 H -1.741154 0.505088 -1.553533
6 H -1.622430 -1.097537 -0.770154
7 H -0.259824 -0.110322 0.049545
8 C 0.536928 0.471327 -0.759534
9 C 1.094518 0.033857 1.035003
10 C 1.885188 -1.020953 1.057502
11 N 0.981939 -0.256641 -1.716615
12 H 1.596715 0.255167 -2.340661
13 H 0.543151 1.559022 -0.676170
14 H 0.919421 0.706073 1.870569
15 H 2.019127 -1.584476 0.133679
16 H 2.392662 -1.362373 1.954379

Atomic forces in eV per Å
0.8 0.1 1.0
-0.4 0.0 0.1
-0.1 -0.1 0.0
0.0 0.1 -0.1
0.4 0.1 0.0
0.1 0.0 0.0
-0.9 0.5 -1.5
0.7 -0.6 1.6
0.1 0.2 -1.2
-0.2 0.0 0.1
0.3 -0.2 0.1
-0.3 0.0 -0.1
-0.4 -0.1 0.0
-0.1 0.0 -0.1
0.1 0.0 0.0
0.0 0.0 -0.1

=====

| no. | largest force on an atom (Eh/bohr) |
| --- | --- |
| 1 | 0.1622 |
| 2 | 0.1302 |
| 3 | 0.0203 |
| 4 | 0.0495 |
| 5 | 0.0361 |